No. 1
45
Properties=species:S:1:pos:R:3 method="wB97M-V/def2-TZVPD" multiplicity=1 e_homo_ha=-0.37400 smiles=OCCO.OCCO.OCCO.O.O.O.O.O
O -1.6744 1.9286 0.3892
H -0.9274 1.3444 0.5696
H -2.4390 1.3708 0.2180
O 3.1259 1.8732 -0.4776
H 2.7927 2.7751 -0.6546
H 3.2975 1.9300 0.4668
O 1.0996 -1.5728 -2.5947
H 1.1162 -0.6019 -2.7131
H 1.4287 -1.7114 -1.6997
O 2.7019 -1.7134 0.3351
H 3.3091 -2.2828 0.8185
H 3.2694 -1.2242 -0.2760
O 0.7754 0.4709 0.6949
H 1.3273 0.8725 -0.0008
H 1.1543 -0.4102 0.8404
C -1.1753 0.5661 -3.5527
C -2.1794 -0.5538 -3.2681
O -3.0394 -0.1850 -2.1767
O -0.3100 0.9055 -2.4589
H -1.7497 1.4768 -3.8122
H -0.5280 0.2876 -4.3872
H -1.6954 -1.4978 -3.0276
H -2.7167 -0.6782 -4.2111
H -3.4941 -1.0124 -1.9303
H -0.7833 1.1503 -1.6482
C 2.2408 2.4755 3.3657
C 0.7218 2.5325 3.2495
O 0.3021 3.7057 4.0063
O 2.8648 3.5463 2.6516
H 2.6677 1.6051 2.8732
H 2.5344 2.5714 4.4205
H 0.2859 1.6003 3.6406
H 0.5578 2.5279 2.1562
H -0.4769 3.5311 4.5366
H 2.2131 4.2436 2.8198
C -1.8561 -2.3734 0.5001
C -0.9439 -3.3365 -0.2848
O -1.2185 -4.6788 0.2055
O -3.2144 -2.6027 0.2054
H -1.5544 -1.3393 0.2577
H -1.6869 -2.5877 1.5744
H 0.1226 -3.0991 -0.1382
H -1.2043 -3.2135 -1.3517
H -1.6364 -5.0828 -0.5592
H -3.4050 -3.5334 0.4281


No. 2
45
Properties=species:S:1:pos:R:3 method="wB97M-V/def2-TZVPD" multiplicity=1 e_homo_ha=-0.37083 smiles="CCC(=O)N(C)CC.O.O.O.O.O.O.O.O"
C -0.1511 -0.9486 0.4815
C 1.0589 -1.2398 1.3189
C -0.4832 0.5168 0.3859
N -1.3235 0.9851 -0.5363
C -2.1462 0.1024 -1.4496
C -3.1897 -0.6988 -0.5754
C -1.6458 2.4049 -0.7104
O -0.0622 1.3044 1.2524
H -0.0682 -1.3612 -0.5708
H -1.1577 -1.3680 0.8741
H 0.9998 -0.6930 2.2810
H 1.9929 -1.0420 0.7471
H 1.0697 -2.2713 1.6071
H -2.6643 0.7941 -2.1003
H -1.6210 -0.6545 -2.0324
H -3.4429 -0.4348 0.4790
H -2.7610 -1.7409 -0.4940
H -4.1693 -0.6574 -1.0919
H -0.8792 2.9920 -1.2125
H -1.8505 2.7066 0.3524
H -2.5214 2.6163 -1.3219
H 2.1878 -2.4738 -1.6134
H 1.1311 -1.7291 -2.6381
O 1.5060 -2.5469 -2.2820
H 4.1657 0.4303 -0.8151
H 3.0649 1.1195 -1.2861
O 3.4158 0.2165 -1.4123
H 1.1183 0.3807 -2.1857
H 0.9963 0.5769 -3.7262
O 0.7902 -0.0165 -2.9985
H 2.6816 2.9292 0.0689
H 2.0438 3.8628 -0.9636
O 2.6914 3.1541 -0.8866
H 0.6528 -4.2715 -1.5508
H 0.1653 -3.7610 -0.2075
O 0.4468 -4.5589 -0.6594
H -1.2328 1.8339 3.7914
H -0.4960 0.8070 2.8191
O -0.9428 0.9270 3.6881
H 2.1077 1.7137 2.1061
H 1.6245 3.1436 2.0936
O 2.4350 2.6234 2.0834
H -1.9955 -1.2496 3.4591
H -1.7344 -2.2654 2.2436
O -1.8077 -2.1581 3.1879


No. 3
55
Properties=species:S:1:pos:R:3 method="wB97M-V/def2-TZVPD" multiplicity=1 e_homo_ha=-0.34383 smiles="NC(N)=O.NC(N)=O.NC(N)=O.NC(N)=O.NC(N)=O.CO.O.O.O"
O -1.7270 0.1553 3.1341
H -1.9040 0.3176 4.0538
H -1.2886 0.9415 2.7188
O 0.4570 -1.7062 2.3292
H 0.4082 -1.3079 3.1847
H 0.9629 -2.5061 2.5993
O -0.5257 0.5413 0.5764
H 0.0096 -0.2080 0.9768
H 0.0898 0.8676 -0.1139
C 4.0226 0.2097 0.3582
O 4.1030 1.4463 0.6698
N 4.4222 -0.2418 -0.8375
N 3.4425 -0.7946 1.1187
H 4.5995 0.5113 -1.4621
H 4.1659 -1.2078 -1.0441
H 3.1421 -1.5768 0.5880
H 2.7497 -0.4764 1.7820
C 1.6850 -2.5115 -1.6314
O 2.7861 -2.6733 -1.0500
N 1.5028 -2.2799 -2.9571
N 0.5408 -2.4134 -0.8530
H 0.5369 -2.1740 -3.2427
H 2.2351 -2.6032 -3.5835
H -0.4580 -2.2036 -1.1754
H 0.7267 -2.3918 0.1229
C 1.4038 2.6253 2.4255
O 0.3261 2.8777 2.9217
N 1.6440 3.1822 1.2307
N 2.3358 1.9242 3.0864
H 0.8807 3.7103 0.8710
H 2.5300 2.9817 0.7108
H 3.2306 1.8092 2.6431
H 2.1959 1.7176 4.0798
C -2.6291 -0.4134 -2.4470
O -1.5216 -1.0466 -2.6345
N -3.8214 -0.9440 -2.8227
N -2.6867 0.8267 -1.8173
H -3.7446 -1.9021 -2.9567
H -4.6470 -0.5937 -2.3266
H -1.9404 0.8801 -1.0945
H -3.6287 1.1687 -1.5723
C -4.4840 -0.3226 0.6572
O -5.1477 -0.0452 -0.3155
N -4.1781 0.6373 1.5936
N -4.0158 -1.5860 0.9384
H -3.7169 0.3946 2.4543
H -4.5757 1.5739 1.4537
H -3.2363 -1.7446 1.5779
H -3.8482 -2.0916 0.1064
C 1.3728 1.7397 -2.6840
O 0.3967 1.1105 -1.7958
H 0.9289 2.7074 -2.8610
H 2.2072 1.7838 -2.0050
H 1.6690 1.1199 -3.5592
H 0.0157 0.2046 -2.1207


No. 4
44
Properties=species:S:1:pos:R:3 method="wB97M-V/def2-TZVPD" multiplicity=1 charge=+1 e_homo_ha=-0.51792
C 1.6392 1.3082 -0.9458
C 0.5032 0.3722 -0.5687
C 0.5780 -0.2504 0.8486
C -0.5314 -1.2590 1.2941
C -0.8903 -2.1860 0.1271
C -1.8405 -0.5307 1.6741
N -0.7546 1.2210 -0.6980
H 2.6197 0.9115 -0.6849
H 1.5601 1.5230 -2.0113
H 1.5955 2.2462 -0.3870
H 0.4585 -0.4880 -1.2297
H 0.5880 0.5704 1.5529
H 1.4952 -0.8388 0.8385
H -0.0688 -1.8171 2.1017
H -0.2307 -3.0651 0.1843
H -0.7626 -1.8648 -0.9050
H -1.9093 -2.5400 0.2008
H -1.6424 0.3520 2.2866
H -2.3271 -0.2250 0.7681
H -2.4670 -1.2410 2.2104
H -0.7370 2.0366 -0.0572
H -0.7934 1.5389 -1.6658
H -1.5872 0.6540 -0.5271
H 1.9908 2.0651 4.0935
H 1.0265 1.4708 5.0112
O 1.2301 2.3371 4.6329
H 0.8721 -4.3003 -2.9072
H 0.2620 -3.6667 -1.7348
O 0.9581 -3.4904 -2.3832
H -4.1608 -0.0268 -0.8224
H -4.2083 1.5003 -0.8688
O -3.9597 0.7614 -0.3050
H 1.3514 -1.8867 -3.3684
H 1.6683 -0.7238 -4.3025
O 0.9752 -1.0632 -3.7300
H 4.5754 1.6467 2.3693
H 4.2415 0.2676 1.6639
O 3.8810 1.0465 2.0904
H -2.5044 -0.7176 -3.1836
H -0.9673 -0.5721 -3.1404
O -1.7888 -0.2727 -2.7218
H -0.2908 3.8081 1.8640
H 0.4604 2.4058 1.9266
O -0.1075 2.9826 1.4095


No. 5
48
Properties=species:S:1:pos:R:3 method="wB97M-V/def2-TZVPD" multiplicity=1 e_homo_ha=-0.31602 smiles=CCCCCNCN.O.O.O.O.O.O.O.O
C -0.6887 2.6196 1.5382
C -0.2649 1.4225 0.6778
C 0.6563 0.4284 1.3786
C 2.1430 0.7965 1.3333
C 2.7512 0.7747 -0.0717
N 2.8053 -0.5726 -0.6975
C 2.1197 -0.7753 -1.9615
N 0.9545 -1.6966 -1.9502
H 0.0432 3.4263 1.5327
H -1.5795 3.1031 1.1284
H -0.8678 2.3251 2.5785
H -1.1625 0.9052 0.3350
H 0.2091 1.8248 -0.2170
H 0.5398 -0.5525 0.9162
H 0.3352 0.2787 2.4167
H 2.2494 1.7975 1.7551
H 2.7425 0.1358 1.9664
H 3.8061 1.0616 0.0080
H 2.2611 1.4748 -0.7514
H 2.5666 -1.2956 -0.0297
H 1.7967 0.1850 -2.3519
H 2.8429 -1.1738 -2.6890
H 1.1785 -2.5896 -2.3709
H 0.5879 -1.8895 -1.0260
H -1.4386 -1.9904 -2.3405
H -2.1576 -2.3762 -0.9716
O -2.2547 -1.8783 -1.8331
H -2.5320 -2.6154 1.0635
H -1.0926 -3.2717 0.8956
O -1.9885 -3.2122 0.4887
H -0.2335 -0.2874 -2.7844
H -1.7026 0.0721 -2.4540
O -0.9091 0.3892 -2.9142
H -3.4633 -0.7060 -1.2266
H -5.0048 -0.6488 -1.0953
O -4.1944 -0.2559 -0.7327
H 0.8608 -4.5883 1.1997
H 0.9616 -3.4760 2.2782
O 0.6798 -3.6435 1.3724
H -3.8425 -0.8588 0.8592
H -2.9955 -0.5140 2.0921
O -3.4497 -1.2473 1.6762
H 0.5111 3.1883 -3.0191
H 0.0338 1.8283 -2.4556
O 0.5846 2.6264 -2.2547
H 2.2122 4.3012 2.3924
H 1.3436 3.2558 3.0724
O 2.0465 3.8948 3.2434


No. 6
48
Properties=species:S:1:pos:R:3 method="wB97M-V/def2-TZVPD" multiplicity=1 e_homo_ha=-0.34623 smiles="C=C(CC)CC.O.O.O.O.O.O.O.O.O.O"
C 3.2624 -1.2148 1.5398
C 2.3349 -1.4987 2.7406
C 0.8303 -1.5599 2.4488
C -0.2076 -1.5541 3.3093
C 0.5272 -1.8244 1.0248
C -0.4703 -0.8390 0.3632
H 4.3210 -0.9777 1.7169
H 2.8598 -0.4435 0.8806
H 3.2399 -2.0934 1.0131
H 2.6433 -2.3490 3.3901
H 2.6323 -0.5808 3.3935
H -0.1129 -1.3627 4.3576
H -1.2166 -1.5371 3.0178
H -0.1244 -2.7559 1.1132
H 1.4732 -1.9746 0.4167
H -0.2750 0.2007 0.6094
H -1.4981 -1.0812 0.7971
H -0.5609 -1.0077 -0.7011
H -3.1424 1.4253 0.8630
H -3.7421 1.5842 -0.6009
O -3.6190 2.0500 0.3735
H -1.9611 -2.9227 -1.3889
H -0.9034 -3.3899 -0.5917
O -1.2937 -3.6320 -1.3608
H 0.4948 2.5192 0.4633
H 0.2937 2.3229 -1.0487
O 0.9278 2.5364 -0.3648
H -1.0329 2.5780 -3.1225
H -1.4054 1.0471 -2.7215
O -0.6968 1.8523 -2.4902
H 2.4720 2.6663 1.4615
H 1.8640 4.0515 1.0978
O 2.0076 3.4360 1.7766
H 2.3030 -2.1745 -2.7189
H 2.9679 -0.7598 -2.9358
O 2.9658 -1.6975 -3.1773
H 2.4166 1.1683 -1.5893
H 1.3581 1.0329 -2.6180
O 2.3326 0.9696 -2.5960
H -2.3743 3.4863 0.4862
H -1.3078 3.5513 1.5668
O -1.4407 3.6559 0.5724
H -3.1746 0.7849 -3.1298
H -2.9480 -0.6998 -2.6330
O -2.5640 0.0320 -3.1931
H -3.1509 -0.5954 0.0754
H -4.0241 -1.4525 -1.0571
O -3.2811 -0.9725 -0.8296


Here are the calculated total energy numbers, same order: -1072.9910, -977.9004, -1471.5520, -827.8296, -959.2461, -1000.0689 (Ha).
Here are the calculated ΔE to the lowest compared entry with this formula, charge and spin numbers, same order: 92.8, 63.6, 0.0, 34.8, 16.1, 93.4 (kcal per mole).
Here are the calculated gap between HOMO and LUMO numbers, same order: 10.3, 10.1, 9.5, 11.7, 8.6, 8.6 (eV).